(1)
ORCA calculation (wB97M-V/def2-TZVPD) on C9H10BN6O4SSc as an isolated structure.

XYZ file:
```
32
Properties=species:S:1:pos:R:3:forces:R:3
Sc 0.88185 0.61393 -1.27018 -0.4 -0.3 0.5
C 2.56815 -0.83652 2.58463 -0.1 0.0 0.0
C 2.74102 -0.31351 1.30625 0.1 0.0 -0.1
N 1.56880 -0.21052 0.68401 -0.2 0.1 0.1
N 0.61791 -0.64696 1.55208 0.0 0.1 -0.3
C 1.20268 -1.03113 2.69168 -0.1 0.0 0.0
B -0.88763 -0.60756 1.17409 -0.2 -0.1 0.2
N -1.31636 0.85984 0.90652 0.2 0.0 -0.2
C -2.26965 1.59334 1.49082 0.0 -0.1 0.1
C -2.28942 2.84924 0.91216 0.0 0.0 0.0
C -1.28857 2.79893 -0.05416 0.0 0.0 0.0
N -0.70464 1.60301 -0.05361 0.0 -0.2 0.1
N -1.11311 -1.45650 -0.10702 0.2 0.1 -0.1
C -1.82075 -2.57937 -0.26753 -0.1 0.0 0.1
C -1.69156 -3.01026 -1.57565 0.0 0.0 0.1
C -0.85588 -2.06763 -2.16622 0.1 0.0 -0.1
N -0.50570 -1.13723 -1.28017 0.0 0.1 0.2
H 3.32199 -1.04293 3.32253 0.0 0.0 0.0
H 3.63656 -0.00521 0.79004 0.0 0.0 0.1
H 0.59061 -1.41305 3.49232 0.1 0.0 0.1
H -1.54330 -1.05497 2.07762 0.1 0.0 -0.1
H -2.86561 1.16712 2.28090 0.0 0.0 0.0
H -2.92959 3.67684 1.15846 0.0 0.0 0.0
H -0.95374 3.55310 -0.74878 0.0 0.0 0.0
H -2.37002 -2.98215 0.56754 0.0 -0.1 -0.1
H -2.13723 -3.87783 -2.02738 0.0 0.0 0.0
H -0.48713 -2.00591 -3.17795 0.0 0.0 0.0
O 3.06774 2.12089 -3.96732 0.0 0.0 0.0
S 2.25876 1.56784 -2.94440 0.4 0.3 -0.6
O 2.40867 0.07973 -2.68072 -0.1 0.0 0.0
O 2.41438 2.12683 -1.54911 0.0 0.0 0.1
O 0.75076 1.66860 -3.12143 0.0 0.0 0.0
```
Positions in Å, forces in eV/Å.

Output
- E_LUMO: 0.296 eV
- HOMO: -9.95 eV
- Net charge: 0
- HOMO-LUMO gap: 0.376 Eh

Results of the natural (NBO) charge analysis, in e, for atoms 1 through 2: number 1, Sc, carries 1.85; number 2, C, carries -0.35

=====

(2)
ORCA calculation (wB97M-V/def2-TZVPD) on an isolated molecule of C9H10BNO3.

XYZ file:
```
24
Properties=species:S:1:pos:R:3:forces:R:3
B -3.59686 -0.76333 0.00716 0.1 0.9 -0.7
C 4.16155 -0.63575 -0.13086 -1.8 2.2 2.1
C 3.22928 -1.60435 0.18631 -1.7 0.4 -1.9
C 3.71760 0.78501 -0.02138 4.1 -2.7 -1.2
C 1.82946 -1.33618 0.13287 2.3 1.9 0.3
C 2.43659 1.03804 0.03895 -3.8 1.0 -1.0
C 1.44061 0.00107 -0.07703 -0.2 -0.1 1.2
C -3.12532 1.62909 -0.15420 0.6 0.3 1.9
C -1.68360 1.93310 -0.24501 -1.5 2.1 -0.1
C 0.04372 0.24048 -0.19945 0.0 -1.8 0.4
N -3.95548 0.65970 0.05242 1.0 -1.0 -0.5
O -0.44398 1.43808 -0.16079 -0.7 1.0 -0.5
O -2.47367 -1.29326 -0.59913 0.2 -0.1 0.2
O -4.43038 -1.70548 0.50427 -1.0 -0.2 0.9
H 5.18267 -0.84888 -0.00817 1.3 -0.3 -0.5
H 3.38529 -2.65390 0.13021 1.1 -0.7 0.6
H 4.47200 1.58517 -0.16130 -0.6 -0.6 0.5
H 1.18920 -2.09265 0.49721 -1.0 -0.7 -0.4
H 2.07333 2.07190 -0.00444 0.1 -0.4 0.1
H -3.54767 2.63917 0.11128 0.1 -0.7 -1.0
H -1.68834 3.05941 -0.31673 1.0 -1.4 0.1
H -0.63552 -0.61966 -0.23968 0.2 0.7 -0.1
H -2.38882 -2.21274 -0.30413 -0.1 0.1 -0.4
H -5.19166 -1.31404 0.96163 0.3 -0.2 -0.3
```
Positions in Å, forces in eV/Å.

Output
- E_LUMO (spin up / spin down): -1.052 / -0.617 eV
- HOMO (spin up / spin down): -7.13 / -7.90 eV
- Net charge: 0
- Energy relative to the best compared isomer or geometry (same formula, charge and spin): 322.73 kJ/mol
- HOMO-LUMO gap (spin up / spin down): 0.224 / 0.268 Eh

Results of the natural (NBO) charge analysis, in e, for atoms 1 through 2: number 1, B, carries 1.15; number 2, C, carries -0.21

=====

(3)
ORCA calculation (wB97M-V/def2-TZVPD) on C9H10BiF5N as an isolated structure.

XYZ file:
```
26
Properties=species:S:1:pos:R:3:forces:R:3
C -0.93513 -1.77426 -1.73945 -0.9 0.4 0.3
C -1.84213 -0.64848 -1.68632 -0.1 -0.5 0.6
C -2.28741 -0.50015 -0.31684 -0.2 -0.7 -0.4
C -1.68456 -1.56927 0.46382 -0.5 0.1 -0.8
C -0.87113 -2.36220 -0.42515 -0.3 0.7 0.0
Bi 0.36482 0.16226 -0.12521 1.5 -6.0 0.2
N 2.18348 -0.98985 -0.46124 -1.9 0.3 0.6
C 1.80280 1.50328 -1.51793 -0.6 1.9 -1.4
C 0.42044 1.82160 -1.68484 2.8 2.4 -1.5
H -2.91454 0.33577 0.08970 0.6 -1.0 -0.5
H -2.02844 0.08554 -2.51033 0.1 -0.9 0.8
H -1.83354 -1.73853 1.55543 0.2 0.1 -1.1
H -0.26721 -3.24478 -0.13144 -0.5 0.9 -0.3
H -0.38841 -2.12535 -2.64088 -0.5 0.3 0.9
H -0.11100 1.57539 -2.60989 0.2 -0.1 0.6
H 2.34905 0.95870 -2.29623 -0.3 0.3 0.6
H 3.12022 -1.36598 -0.67618 -0.6 1.3 -0.2
H -0.09283 2.50369 -0.97682 0.4 -0.3 -0.7
H 2.37378 1.86730 -0.64722 -0.3 -0.1 -0.7
F 2.17765 0.69322 2.11587 -0.3 0.2 1.0
C 0.89970 0.17791 2.08190 -0.1 0.8 -0.3
F 0.87819 -1.02596 2.70095 -0.1 0.3 0.6
C -0.08917 1.16390 2.70194 0.4 -0.2 1.3
F 0.24690 1.41685 3.99209 -0.5 0.5 0.0
F -0.09492 2.37844 2.04195 0.1 -1.2 0.4
F -1.37661 0.70097 2.70233 1.3 0.5 -0.1
```
Positions in Å, forces in eV/Å.

Output
- E_LUMO (spin up / spin down): 3.393 / 3.392 eV
- HOMO (spin up / spin down): -2.81 / -2.81 eV
- Net charge: -1
- HOMO-LUMO gap (spin up / spin down): 0.228 / 0.228 Eh

Results of the natural (NBO) charge analysis, in e, for atoms 1 through 2: number 1, C, carries -0.35; number 2, C, carries -0.37

=====

(4)
ORCA calculation (wB97M-V/def2-TZVPD) on C9H10Br2O as an isolated structure.

XYZ file:
```
22
Properties=species:S:1:pos:R:3:forces:R:3
C 0.98302 -0.97228 -1.29287 0.6 -0.5 0.3
C -0.11148 -1.54409 -0.76051 -0.9 0.5 -2.2
C 1.08722 0.77583 0.33488 -0.6 -0.3 0.5
C 1.66697 0.19478 -0.73755 -0.9 1.1 1.2
C -0.12921 0.19777 1.04298 -1.2 1.1 -1.9
C -1.86911 -1.45148 0.90489 -1.6 -0.1 2.8
C -0.78715 -0.96673 0.35594 1.2 0.3 0.7
C -4.86887 -0.16441 0.64672 1.8 0.5 1.4
C 3.50380 1.63222 -0.63526 -0.7 -1.2 0.0
O 2.78412 0.67389 -1.38035 -1.0 -0.5 -0.9
Br -6.27701 -0.58581 -0.36866 -1.0 0.1 -1.2
Br -3.70028 1.23398 0.02584 -0.9 -0.4 -0.2
H 1.49118 -1.43647 -2.09863 0.1 -0.3 -1.0
H -0.76081 -2.20460 -1.38243 1.1 -0.2 0.6
H 1.37223 1.64943 0.89386 0.8 0.4 -0.5
H 0.16323 -0.11373 2.01847 0.1 0.1 1.0
H -0.99602 0.96897 1.08187 1.7 -0.8 0.4
H -2.40603 -2.33919 0.61913 0.0 -0.2 -0.4
H -2.19374 -1.00117 1.91144 0.2 -0.6 -1.7
H 3.18847 2.63670 -0.59476 -0.9 1.3 -0.7
H 4.50799 1.56909 -0.89545 1.7 -0.1 -0.7
H 3.35149 1.24730 0.31046 0.6 -0.2 2.7
```
Positions in Å, forces in eV/Å.

Output
- E_LUMO: -1.228 eV
- HOMO: -7.67 eV
- Net charge: 0
- Energy relative to the best compared isomer or geometry (same formula, charge and spin): 604.98 kJ/mol
- HOMO-LUMO gap: 0.237 Eh

Results of the natural (NBO) charge analysis, in e, for atoms 1 through 2: number 1, C, carries -0.22; number 2, C, carries -0.18

=====

(5)
ORCA calculation (wB97M-V/def2-TZVPD) on an isolated ion of composition C9H10BrN4 and charge +1.

XYZ file:
```
24
Properties=species:S:1:pos:R:3:forces:R:3
C 1.11010 -3.78085 1.00534 -0.7 0.6 0.7
C 1.54058 -3.19042 -0.15594 -2.3 1.5 0.9
C 0.17616 -3.13091 1.80776 -1.1 0.4 0.0
C 0.92595 -2.01245 -0.59834 0.5 -1.0 3.2
C -0.27313 -1.86179 1.47912 -0.5 0.2 -0.9
C 0.08413 -1.27251 0.22619 0.2 -2.5 2.2
C 0.07522 1.92457 -1.36808 1.2 1.0 0.9
C -0.49111 -0.02186 -0.07202 -0.2 -0.7 -1.0
C -1.82114 0.20414 0.28806 -2.9 4.6 0.5
N 0.14623 0.68569 -0.99108 -0.4 2.2 -1.4
N -0.11733 2.98338 -0.50742 -0.9 -3.7 0.8
N 0.19919 4.17197 -0.85778 -0.1 -0.8 -0.9
N -2.32278 1.54300 0.37752 2.8 -1.9 -0.3
Br -3.20669 -1.01949 0.31297 0.1 -0.5 0.2
H 1.40866 -4.71887 1.39468 0.7 -0.9 -0.2
H 2.28131 -3.58184 -0.73245 1.9 -1.3 -1.6
H -0.32784 -3.69335 2.59578 0.5 0.4 0.2
H 1.33259 -1.59480 -1.40981 1.0 1.6 -3.4
H -1.02092 -1.28378 2.04348 0.6 -0.7 0.3
H 0.42900 2.26115 -2.34177 0.0 -0.7 -0.5
H 0.21412 4.62216 0.02641 0.7 2.2 -0.2
H 0.72918 4.22541 -1.72623 0.3 1.2 0.4
H -1.58620 2.29693 0.40672 -1.0 -0.9 0.0
H -3.22955 1.76835 0.75016 -0.2 -0.4 -0.1
```
Positions in Å, forces in eV/Å.

Output
- E_LUMO (spin up / spin down): -3.820 / -6.333 eV
- HOMO (spin up / spin down): -11.32 / -12.65 eV
- Multiplicity: 3
- <S²>: 2.022
- Net charge: +1
- HOMO-LUMO gap (spin up / spin down): 0.276 / 0.232 Eh

Results of the natural (NBO) charge analysis, in e, for atoms 1 through 2: number 1, C, carries -0.14; number 2, C, carries -0.19

=====

(6)
ORCA calculation (wB97M-V/def2-TZVPD) on an isolated molecule of C9H10BrNS.

XYZ file:
```
22
Properties=species:S:1:pos:R:3:forces:R:3
Br 2.75329 4.31043 1.93634 -0.9 -1.1 -0.3
C 1.87751 2.60905 1.58609 -0.1 0.3 -0.5
C 2.34674 1.42460 2.04725 -0.1 -0.4 -0.7
C 1.68957 0.28033 1.47321 -0.6 1.4 0.2
C 0.67646 0.64846 0.62404 0.4 -1.5 -0.5
C -0.13735 -0.35608 -0.18060 -0.2 0.6 0.1
C -1.25480 -1.13216 0.54490 -0.1 -0.2 -0.7
N -2.41817 -1.06215 -0.33138 -0.6 0.4 -0.8
C -2.06266 -0.59892 -1.68861 0.3 0.1 0.6
C -0.67539 -0.02954 -1.57699 0.9 -1.3 1.3
C 0.46538 -1.04672 -1.40202 -0.5 0.3 0.3
S 0.54770 2.35625 0.44701 0.8 0.3 0.7
H 3.23821 1.35276 2.62586 0.3 0.0 0.6
H 1.92011 -0.73966 1.72948 0.1 -0.1 -0.1
H -1.01698 -2.19148 0.66132 0.5 0.0 0.5
H -1.54719 -0.69721 1.49482 0.5 0.1 0.3
H -2.93340 -1.92946 -0.36897 0.1 0.0 0.1
H -2.00117 -1.44066 -2.36307 -0.5 -0.2 -0.6
H -2.73836 0.18463 -2.03512 -0.2 -0.3 -0.1
H -0.45416 0.92950 -1.97298 0.2 0.6 -0.5
H 0.26329 -2.13060 -1.52999 -0.1 0.9 0.1
H 1.46137 -0.74136 -1.72061 -0.2 0.0 0.2
```
Positions in Å, forces in eV/Å.

Output
- E_LUMO: 0.677 eV
- HOMO: -8.65 eV
- SMILES: Brc1ccc([C@@]23CNC[C@@H]2C3)s1
- Net charge: 0
- Energy relative to the best compared isomer or geometry (same formula, charge and spin): 16.05 kJ/mol
- HOMO-LUMO gap: 0.343 Eh

Results of the natural (NBO) charge analysis, in e, for atoms 1 through 2: number 1, Br, carries 0.08; number 2, C, carries -0.28

=====

Max |F|
In order: 0.8 5.1 6.2 3.2 5.5 2.0
Unit: eV/Å